{
  "formula": "C61H55BCl2N2O4S",
  "method": "ωB97M-V with the def2-TZVPD basis set",
  "e_homo_ev": -8.37,
  "total_charge": 0,
  "e_tot_ha": -4109.96424,
  "smiles": "C#Cc1c(Cl)c(Cl)c(-c2cccnc2)c2c1N(CC=O)c1cc(C[C@@H](C)OCc3ccccc3)c(B(O)O)cc1S2.c1ccccc1.c1ccccc1.c1ccccc1.c1ccccc1.c1ccccc1",
  "orbital_gap_ha": 0.2575,
  "elements": ["C", "C", "C", "C", "Cl", "C", "Cl", "C", "C", "C", "C", "C", "N", "C", "C", "C", "N", "C", "C", "O", "C", "C", "C", "C", "C", "C", "O", "C", "C", "C", "C", "C", "C", "C", "C", "B", "O", "O", "C", "C", "S", "H", "H", "H", "H", "H", "H", "H", "H", "H", "H", "H", "H", "H", "H", "H", "H", "H", "H", "H", "H", "H", "H", "H", "H", "H", "C", "C", "C", "C", "C", "C", "H", "H", "H", "H", "H", "H", "C", "C", "C", "C", "C", "C", "H", "H", "H", "H", "H", "H", "C", "C", "C", "C", "C", "C", "H", "H", "H", "H", "H", "H", "C", "C", "C", "C", "C", "C", "H", "H", "H", "H", "H", "H", "C", "C", "C", "C", "C", "C", "H", "H", "H", "H", "H", "H"],
  "positions_angstrom": [[4.07769, -6.86658, 0.62315], [2.70676, -6.49004, 0.75018], [1.21146, -5.82617, 0.40735], [-0.05845, -6.75520, -0.13726], [0.10181, -8.62027, -0.39046], [-1.56086, -6.12315, -0.49238], [-2.96913, -7.19256, -1.11390], [-1.74218, -4.50276, -0.30129], [-3.15677, -3.66688, -0.58469], [-3.33391, -2.67670, -1.91700], [-4.78334, -1.86408, -2.04432], [-5.88129, -2.13668, -0.85941], [-5.76179, -3.05726, 0.32165], [-4.44375, -3.77071, 0.42361], [-0.45976, -3.57923, 0.23082], [1.02138, -4.18078, 0.62171], [2.20048, -3.38722, 1.14273], [3.08991, -2.86342, 0.02982], [4.65156, -3.28850, 0.45183], [5.63882, -3.21663, -0.46008], [1.79154, -2.27684, 2.08704], [2.74506, -1.97697, 3.41999], [2.41386, -0.76065, 4.51738], [3.40323, -0.52299, 5.84444], [4.80821, 0.21104, 5.36437], [4.73904, 0.76684, 3.79224], [5.32228, 1.20860, 6.31564], [4.48312, 2.41558, 6.37264], [5.03560, 3.69051, 5.50258], [6.57996, 3.95320, 5.01918], [6.92990, 5.31351, 4.11131], [5.76951, 6.42154, 3.66232], [4.23313, 6.15785, 4.17152], [3.88866, 4.82814, 5.06942], [1.06304, 0.17510, 4.22309], [0.59209, 1.41145, 5.23009], [0.36635, 2.81455, 4.80317], [0.40645, 1.13234, 6.68984], [0.05714, -0.08572, 2.91336], [0.47237, -1.31748, 1.91418], [-0.64801, -1.68764, 0.42494], [5.22323, -7.10964, 0.81256], [-2.45822, -2.59279, -2.68975], [-4.90777, -1.16249, -2.97260], [-6.90405, -1.52666, -0.95217], [-4.31278, -4.50755, 1.35456], [3.03240, -1.67330, 0.09399], [2.80625, -3.27629, -1.03811], [4.81744, -3.59516, 1.58928], [3.71716, -2.64501, 3.58924], [2.87049, 0.09631, 6.69272], [3.57818, -1.61008, 6.28462], [5.62053, -0.66310, 5.33367], [4.78044, -0.11112, 3.00015], [3.85770, 1.51898, 3.62644], [5.76105, 1.36598, 3.64532], [4.48111, 2.76871, 7.51251], [3.36066, 2.25653, 6.08259], [7.43028, 3.19284, 5.29754], [8.02257, 5.55137, 3.70500], [6.00990, 7.37839, 2.99616], [3.36839, 6.89268, 3.88464], [2.76374, 4.64462, 5.42448], [-0.62096, 2.99814, 4.69554], [-0.35916, 0.47155, 6.73108], [-0.90070, 0.59818, 2.71421], [4.81011, -5.22017, -5.39336], [4.19405, -6.47073, -5.35612], [3.88111, -7.05862, -4.13088], [4.18840, -6.39739, -2.94152], [4.81290, -5.15097, -2.97858], [5.12247, -4.56132, -4.20388], [5.04773, -4.75936, -6.34830], [3.95684, -6.98728, -6.28283], [3.39789, -8.03172, -4.10231], [3.94239, -6.85397, -1.98684], [5.05787, -4.63811, -2.05170], [5.60701, -3.58894, -4.23263], [2.97438, 11.13836, 4.10290], [3.05171, 10.04926, 4.97048], [1.90979, 9.30120, 5.25542], [0.68835, 9.64508, 4.67570], [0.60912, 10.73984, 3.81538], [1.75179, 11.48569, 3.52744], [3.86566, 11.71695, 3.87583], [4.00295, 9.78271, 5.42432], [1.97113, 8.45040, 5.92893], [-0.20095, 9.06092, 4.89545], [-0.34389, 11.01165, 3.36811], [1.69035, 12.33737, 2.85515], [-8.85716, -2.86628, 5.10993], [-7.86346, -2.99446, 4.13992], [-7.94303, -2.25932, 2.95755], [-9.01955, -1.39835, 2.74293], [-10.01810, -1.27715, 3.70892], [-9.93665, -2.00945, 4.89298], [-8.79141, -3.43416, 6.03400], [-7.02582, -3.66728, 4.30591], [-7.16663, -2.35691, 2.20328], [-9.08050, -0.82353, 1.82300], [-10.86026, -0.61069, 3.53931], [-10.71367, -1.91312, 5.64668], [-4.40955, 1.82958, -7.48471], [-3.48349, 1.49112, -6.49847], [-3.89890, 1.32767, -5.17730], [-5.24092, 1.50706, -4.84109], [-6.16540, 1.85464, -5.82570], [-5.75071, 2.01443, -7.14758], [-4.08674, 1.95029, -8.51521], [-2.43721, 1.35380, -6.75987], [-3.17748, 1.06055, -4.40955], [-5.56533, 1.37726, -3.81235], [-7.21032, 2.00033, -5.56287], [-6.47168, 2.28300, -7.91517], [-1.82260, 0.11643, -13.10598], [-0.89653, -0.22203, -12.11975], [-1.31194, -0.38549, -10.79858], [-2.65396, -0.20609, -10.46236], [-3.57845, 0.14149, -11.44698], [-3.16375, 0.30128, -12.76886], [-1.49978, 0.23713, -14.13648], [0.14975, -0.35935, -12.38114], [-0.59052, -0.65261, -10.03083], [-2.97837, -0.33590, -9.43363], [-4.62336, 0.28718, -11.18415], [-3.88472, 0.56984, -13.53645]],
  "forces_ev_per_angstrom": [[-9.06, 2.90, 1.45], [7.39, -1.27, -2.11], [-1.24, 0.55, -0.24], [-0.71, 2.60, 0.21], [-0.03, 3.41, 0.52], [3.16, 2.83, 1.26], [2.65, 1.98, 1.18], [1.84, -0.64, 0.68], [-2.61, 1.62, -1.09], [-3.31, -0.71, 3.52], [1.97, -3.27, 3.34], [2.38, -0.78, -0.70], [4.90, 0.87, -4.34], [0.50, 1.19, -2.04], [1.35, -2.96, 0.24], [-3.02, -2.86, -1.39], [-3.11, 1.05, -0.55], [1.53, 0.56, 0.42], [3.32, 0.91, -4.71], [-5.99, -0.51, 5.99], [-0.50, 3.21, 3.77], [-2.68, 1.84, -0.46], [-2.71, -0.84, -3.02], [-0.77, -0.41, -0.78], [0.54, -1.56, -1.45], [1.48, 0.60, 0.59], [-2.24, 0.29, -1.37], [0.23, 1.58, 0.84], [0.74, 3.55, -2.60], [-3.13, 2.70, -1.02], [-3.51, 0.04, 0.54], [-1.19, -3.67, 2.60], [3.03, -2.96, 1.11], [3.11, 0.49, -1.12], [0.52, -2.32, -2.49], [-0.28, 0.78, 1.32], [-1.29, -2.97, 0.16], [-1.47, -0.49, -3.30], [4.07, -2.72, 0.71], [1.65, 0.10, 2.04], [1.27, -1.90, 1.37], [-3.21, 0.54, -0.41], [-1.96, -0.10, 1.62], [-0.07, -1.46, 2.14], [2.48, -1.66, 0.39], [-0.47, 1.88, -2.27], [0.30, -2.55, -0.55], [0.66, 0.82, 2.29], [-0.21, 0.52, -2.36], [-2.40, 1.56, -0.41], [0.84, -1.17, -1.96], [-0.11, 2.38, -0.93], [-1.59, 2.13, 0.31], [-0.47, 1.84, 1.84], [1.61, -1.62, 0.15], [-2.28, -1.18, 0.32], [0.07, -0.85, -2.46], [2.13, 0.05, 0.37], [-1.91, 1.73, -0.65], [-2.57, -0.85, 1.16], [-0.44, -2.45, 1.67], [1.88, -1.57, 0.64], [2.73, 0.45, -0.94], [2.02, -0.25, 0.48], [1.82, 0.96, 0.16], [2.41, -1.83, 0.42], [-0.02, -0.06, 0.19], [0.01, 0.06, 0.13], [0.08, 0.16, -0.02], [0.02, 0.02, -0.25], [-0.07, -0.08, -0.04], [-0.11, -0.17, -0.06], [-0.02, -0.07, 0.12], [0.03, 0.08, 0.13], [0.06, 0.13, -0.01], [0.02, 0.08, -0.14], [-0.01, -0.09, -0.24], [-0.06, -0.13, 0.03], [-0.18, -0.09, 0.03], [-0.10, 0.03, -0.07], [-0.04, 0.12, -0.12], [0.17, 0.10, -0.04], [0.14, -0.04, 0.05], [0.03, -0.15, 0.12], [-0.12, -0.07, 0.04], [-0.14, 0.02, -0.07], [0.01, 0.12, -0.08], [0.11, 0.08, -0.02], [0.15, -0.05, 0.07], [0.01, -0.13, 0.10], [-0.03, 0.10, -0.16], [-0.17, 0.14, 0.00], [-0.05, 0.07, 0.06], [0.01, -0.15, 0.24], [0.11, -0.08, 0.02], [0.14, -0.03, -0.11], [-0.02, 0.07, -0.12], [-0.12, 0.10, -0.03], [-0.14, -0.03, 0.11], [0.00, -0.07, 0.11], [0.13, -0.10, 0.03], [0.11, -0.01, -0.11], [-0.08, -0.01, 0.18], [-0.15, -0.01, 0.02], [-0.15, 0.02, -0.11], [0.09, 0.01, -0.21], [0.12, -0.03, -0.05], [0.14, -0.05, 0.14], [-0.03, 0.00, 0.13], [-0.16, 0.02, 0.03], [-0.08, 0.05, -0.10], [0.03, 0.05, -0.11], [0.17, -0.03, -0.04], [0.10, -0.04, 0.12], [-0.08, -0.01, 0.19], [-0.15, 0.01, 0.04], [-0.13, 0.05, -0.12], [0.09, 0.04, -0.18], [0.15, -0.02, -0.04], [0.15, -0.04, 0.12], [-0.04, -0.01, 0.15], [-0.17, 0.01, 0.04], [-0.10, 0.03, -0.11], [0.03, 0.01, -0.12], [0.15, -0.04, -0.04], [0.10, -0.04, 0.11]],
  "lowdin_charge": [0.07, -0.05, -0.07, -0.45, 0.48, -0.48, 0.51, -0.13, -0.15, 0.01, -0.02, -0.10, -0.02, -0.05, -0.30, -0.11, -0.15, -0.11, -0.10, -0.10, -0.14, 0.06, -0.08, -0.10, -0.32, -0.07, -0.18, -0.18, -0.11, -0.02, -0.06, -0.08, -0.08, -0.02, 0.01, -0.45, 0.02, 0.01, 0.00, -0.37, 0.82, 0.08, 0.10, 0.07, 0.11, 0.12, 0.15, 0.15, 0.13, 0.10, 0.12, 0.13, 0.16, 0.08, 0.09, 0.09, 0.15, 0.12, 0.09, 0.08, 0.09, 0.07, 0.09, 0.12, 0.12, 0.12, -0.10, -0.10, -0.10, -0.09, -0.09, -0.09, 0.10, 0.10, 0.10, 0.06, 0.06, 0.10, -0.10, -0.10, -0.11, -0.10, -0.10, -0.10, 0.10, 0.10, 0.10, 0.10, 0.10, 0.10, -0.10, -0.10, -0.09, -0.10, -0.10, -0.10, 0.10, 0.10, 0.06, 0.10, 0.10, 0.10, -0.10, -0.10, -0.10, -0.11, -0.10, -0.09, 0.09, 0.10, 0.10, 0.09, 0.10, 0.10, -0.10, -0.10, -0.10, -0.10, -0.10, -0.10, 0.10, 0.10, 0.10, 0.09, 0.10, 0.10]
}